# 1
This record from the OMol25 dataset describes the molecule C4H6N2. The level of theory is wB97M-V/def2-TZVPD.

The geometry in XYZ format:
```
12
Properties=species:S:1:pos:R:3:forces:R:3:nbo_charge:R:1
N -1.0111 -1.4250 1.2417 -0.04 0.00 -0.11 -0.716
C -0.3915 -1.1867 0.1154 0.12 -0.20 0.25 0.111
C 0.8791 -0.5113 0.1775 -0.01 0.13 -0.10 -0.287
C 1.1535 0.6748 -0.4049 -0.07 -0.20 0.19 -0.296
C 0.1348 1.4348 -1.1224 -0.19 0.18 -0.24 0.074
N -1.1201 1.2201 -1.1988 0.22 0.12 0.29 -0.580
H -1.8725 -1.9559 1.2303 0.13 0.08 0.02 0.393
H -0.7173 -1.0895 2.1576 0.04 0.01 -0.07 0.365
H 1.6877 -1.0789 0.6430 -0.08 0.03 -0.06 0.228
H 2.1713 1.0560 -0.4171 -0.17 -0.05 0.08 0.216
H 0.4955 2.2729 -1.7139 0.18 0.02 -0.13 0.170
H -1.3981 0.4670 -0.5698 -0.12 -0.12 -0.11 0.322
```
Forces are in eV/Å.

Summary:
DFT total energy ... -265.42276 Ha
Lowest unoccupied orbital energy ... 0.247 eV
Total charge ... 0
Relative energy (zero: lowest compared OMol25 entry of this formula, charge and spin) ... 3.070 eV
Frontier orbital gap ... 8.4726 eV
Molar mass ... 82.1 u



# 2
This record from the OMol25 dataset describes the molecule C5H8O. The level of theory is wB97M-V/def2-TZVPD.

The geometry in XYZ format:
```
14
Properties=species:S:1:pos:R:3:forces:R:3:nbo_charge:R:1
C -2.4317 0.2639 0.0285 -0.13 -0.16 -0.14 -0.792
C -1.3109 -0.7120 -0.0902 -0.19 0.45 -0.08 0.345
C 1.2759 -0.2915 0.8183 0.03 -0.02 0.22 -0.454
C 2.0480 -0.3972 -0.4758 0.17 -0.08 -0.17 -0.436
C 0.7319 0.2927 -0.4397 0.32 0.27 0.18 0.072
O -0.4687 -0.1776 -1.0098 -0.22 -0.04 0.18 -0.558
H -2.1576 0.6611 1.0280 -0.11 -0.05 -0.14 0.264
H -3.4206 -0.1774 0.1458 0.03 -0.03 0.05 0.240
H -2.3960 1.0953 -0.6863 -0.17 -0.20 -0.01 0.208
H 1.5776 0.4015 1.5969 0.14 -0.13 -0.12 0.217
H 0.7970 -1.1998 1.1682 0.11 0.17 -0.08 0.251
H 2.9127 0.2443 -0.6175 -0.07 -0.17 -0.02 0.218
H 2.1116 -1.3786 -0.9320 -0.05 0.12 0.05 0.231
H 0.7308 1.3753 -0.5344 0.16 -0.13 0.08 0.192
```
Forces are in eV/Å.

Summary:
DFT total energy ... -270.37870 Ha
Lowest unoccupied orbital energy ... 0.695 eV
Total charge ... 0
Relative energy (zero: lowest compared OMol25 entry of this formula, charge and spin) ... 4.876 eV
Frontier orbital gap ... 8.8456 eV
Molar mass ... 84.1 u



# 3
This record from the OMol25 dataset describes a cluster of 2 separate species, C5H14NO2 in total at a distorted geometry. The level of theory is wB97M-V/def2-TZVPD.

The geometry in XYZ format:
```
22
Properties=species:S:1:pos:R:3:forces:R:3:nbo_charge:R:1
C -0.8239 -1.8801 0.4061 -1.53 0.56 0.65 -0.649
C -0.1977 -0.5071 0.6626 -0.40 0.28 1.36 -0.017
C 0.6915 0.0493 -0.5446 -2.75 -0.30 1.48 -0.562
C 1.4304 1.3705 0.3649 3.03 0.13 -0.63 -0.095
C 2.2260 0.3375 -0.1995 1.10 0.77 -0.32 0.144
O 2.7544 -0.6162 0.6306 -0.24 -0.12 -0.36 -0.672
N -1.2618 0.4083 1.0066 -0.66 0.41 -0.91 -0.883
H -0.2183 -2.7691 0.2305 0.37 0.40 -0.05 0.239
H -1.6248 -1.7955 -0.3722 0.72 -0.09 0.44 0.231
H -1.3538 -1.9839 1.3796 0.17 -0.68 -0.76 0.242
H 0.4109 -0.5624 1.5907 0.28 -0.36 -0.96 0.214
H 0.1421 0.7058 -1.2313 0.15 -0.08 0.11 0.321
H 0.7670 -0.8904 -1.1223 0.98 0.42 -0.03 0.407
H 1.3465 1.3941 1.4482 -0.88 -0.55 -0.24 0.269
H 1.5125 2.3562 -0.1001 -1.11 -0.49 -0.49 0.274
H 2.7012 0.4676 -1.1876 0.04 0.15 0.64 0.238
H -2.1937 0.0709 0.8222 0.05 0.03 -0.26 0.396
H 3.6040 -0.2890 0.9495 0.12 -0.14 0.11 0.511
H -1.2819 0.9783 1.8351 0.60 -0.31 0.22 0.390
H -2.1942 1.4168 -2.2452 -0.02 0.03 0.10 0.462
H -3.6049 0.9476 -2.4388 -0.13 -0.18 0.09 0.483
O -2.8315 0.7906 -1.8851 0.13 0.13 -0.19 -0.944
```
Forces are in eV/Å.

Summary:
DFT total energy ... -403.75803 Ha
Lowest unoccupied orbital energy ... -5.215 eV
Total charge ... +1
Relative energy (zero: lowest compared OMol25 entry of this formula, charge and spin) ... 4.989 eV
Frontier orbital gap ... 7.7179 eV
Molar mass ... 120.2 u



# 4
This record from the OMol25 dataset describes the molecule C4H6N2 at a distorted geometry. The level of theory is wB97M-V/def2-TZVPD.

The geometry in XYZ format:
```
12
Properties=species:S:1:pos:R:3:forces:R:3:nbo_charge:R:1
C -1.2942 0.7300 0.3161 -0.12 0.06 0.03 -0.629
C -0.6458 -0.6127 0.6742 -0.07 -0.03 0.13 -0.225
N 0.4199 -0.8108 -0.3117 0.38 0.21 0.11 -0.494
C 1.6479 -0.5913 0.0841 -0.33 0.15 -0.16 0.038
C 2.4730 -0.0209 -0.9353 0.62 0.62 -0.53 0.129
N 3.0869 0.7737 -1.5229 -0.34 -0.89 0.26 -0.290
H -0.5372 1.3884 -0.1279 -0.18 -0.07 0.20 0.220
H -2.0980 0.6082 -0.4165 0.08 0.03 0.11 0.211
H -1.6940 1.2359 1.1965 -0.08 -0.13 -0.07 0.229
H -1.3620 -1.4406 0.6998 0.12 0.12 -0.15 0.201
H 0.1193 -0.6990 -1.2831 0.15 -0.01 0.13 0.380
H -0.1158 -0.5610 1.6266 -0.22 -0.04 -0.06 0.230
```
Forces are in eV/Å.

Summary:
DFT total energy ... -265.43152 Ha
Lowest unoccupied orbital energy ... -0.037 eV
Total charge ... 0
Relative energy (zero: lowest compared OMol25 entry of this formula, charge and spin) ... 2.831 eV
Frontier orbital gap ... 9.1670 eV
Molar mass ... 82.1 u



# 5
This record from the OMol25 dataset describes a structure of composition CH3IN2 at a distorted geometry. The level of theory is wB97M-V/def2-TZVPD.

The geometry in XYZ format:
```
7
Properties=species:S:1:pos:R:3:forces:R:3:nbo_charge:R:1
C 0.8238 -1.0790 0.2025 -3.31 -0.94 -0.58 -0.523
N -1.5582 0.9594 -0.1248 6.24 -0.08 5.65 -0.263
N -0.4756 0.3100 0.2845 -1.88 2.01 -1.76 -0.219
I 2.4726 0.0392 0.2163 1.93 1.28 -0.04 0.161
H 0.7171 -1.5463 -0.8205 -0.30 0.77 0.82 0.163
H -2.0089 0.4618 -0.7744 -1.90 -2.92 -3.65 0.315
H 0.0292 0.8549 1.0163 -0.78 -0.12 -0.43 0.367
```
Forces are in eV/Å.

Summary:
DFT total energy ... -446.89534 Ha
Lowest unoccupied orbital energy (alpha / beta) ... -0.932 / -0.935 eV
Total charge ... 0
Relative energy (zero: lowest compared OMol25 entry of this formula, charge and spin) ... 4.032 eV
Frontier orbital gap (alpha / beta) ... 6.9645 / 6.9585 eV
Molar mass ... 170.0 u



# 6
This record from the OMol25 dataset describes a cluster of 4 separate species, C6H9Cl9O in total at a distorted geometry. The level of theory is wB97M-V/def2-TZVPD.

The geometry in XYZ format:
```
25
Properties=species:S:1:pos:R:3:forces:R:3:nbo_charge:R:1
C 0.8882 -3.6660 0.0314 -0.67 -0.52 0.11 -0.288
Cl -0.7310 -3.0652 0.4064 -0.26 0.12 -0.34 0.012
Cl 0.7929 -5.3763 -0.4349 0.08 0.12 -0.15 0.013
Cl 1.8124 -3.5090 1.5017 0.75 0.20 0.06 0.034
H 1.3006 -3.1223 -0.8174 0.08 0.06 0.38 0.233
C 3.5100 2.2081 0.7955 0.05 0.27 0.32 -0.293
Cl 2.9185 2.3472 -0.8460 0.21 -0.17 -0.38 0.020
Cl 2.5801 1.0498 1.7374 -0.03 -0.22 0.02 0.025
Cl 3.4187 3.7933 1.5561 0.17 0.16 0.18 0.024
H 4.5466 1.8846 0.7847 -0.13 0.04 -0.07 0.234
C -3.6971 -0.6252 1.0401 -0.78 0.67 0.31 -0.261
Cl -5.3750 -1.0595 0.6650 0.12 0.05 -0.25 0.010
Cl -3.2852 -1.4601 2.5598 0.39 0.40 -0.57 0.013
Cl -3.5848 1.1769 1.1846 0.11 -0.89 0.19 -0.011
H -3.0763 -0.8958 0.1914 0.17 -0.16 0.29 0.251
C -0.5855 2.2403 -0.7803 -0.14 -0.38 -0.16 -0.727
C -0.7966 0.7797 -1.1471 0.06 0.18 0.33 0.613
O -1.8686 0.3245 -1.4814 0.09 0.15 0.18 -0.568
C 0.4438 -0.0702 -1.1990 0.26 0.33 0.15 -0.734
H -1.4836 2.8038 -1.0306 0.19 0.08 -0.05 0.239
H 0.3062 2.5665 -1.3205 -0.32 0.30 -0.06 0.225
H -0.3483 2.3839 0.2785 -0.10 -0.27 -0.03 0.242
H 0.1467 -1.1005 -1.3470 0.19 -0.07 -0.39 0.226
H 1.1122 0.0137 -0.3404 -0.40 0.06 0.28 0.236
H 1.0550 0.3779 -1.9878 -0.08 -0.52 -0.38 0.234
```
Forces are in eV/Å.

Summary:
DFT total energy ... -4450.95954 Ha
SMILES ... ClC(Cl)Cl.ClC(Cl)Cl.ClC(Cl)Cl.CC(C)=O
Lowest unoccupied orbital energy ... 0.332 eV
Total charge ... 0
Relative energy (zero: lowest compared OMol25 entry of this formula, charge and spin) ... 0.000 eV
Frontier orbital gap ... 10.1863 eV
Molar mass ... 416.2 u



Question: Which value of total charge does entry 3 give?
Answer: +1



Please write out number 6 again, unchanged.
This record from the OMol25 dataset describes a cluster of 4 separate species, C6H9Cl9O in total at a distorted geometry. The level of theory is wB97M-V/def2-TZVPD.

The geometry in XYZ format:
```
25
Properties=species:S:1:pos:R:3:forces:R:3:nbo_charge:R:1
C 0.8882 -3.6660 0.0314 -0.67 -0.52 0.11 -0.288
Cl -0.7310 -3.0652 0.4064 -0.26 0.12 -0.34 0.012
Cl 0.7929 -5.3763 -0.4349 0.08 0.12 -0.15 0.013
Cl 1.8124 -3.5090 1.5017 0.75 0.20 0.06 0.034
H 1.3006 -3.1223 -0.8174 0.08 0.06 0.38 0.233
C 3.5100 2.2081 0.7955 0.05 0.27 0.32 -0.293
Cl 2.9185 2.3472 -0.8460 0.21 -0.17 -0.38 0.020
Cl 2.5801 1.0498 1.7374 -0.03 -0.22 0.02 0.025
Cl 3.4187 3.7933 1.5561 0.17 0.16 0.18 0.024
H 4.5466 1.8846 0.7847 -0.13 0.04 -0.07 0.234
C -3.6971 -0.6252 1.0401 -0.78 0.67 0.31 -0.261
Cl -5.3750 -1.0595 0.6650 0.12 0.05 -0.25 0.010
Cl -3.2852 -1.4601 2.5598 0.39 0.40 -0.57 0.013
Cl -3.5848 1.1769 1.1846 0.11 -0.89 0.19 -0.011
H -3.0763 -0.8958 0.1914 0.17 -0.16 0.29 0.251
C -0.5855 2.2403 -0.7803 -0.14 -0.38 -0.16 -0.727
C -0.7966 0.7797 -1.1471 0.06 0.18 0.33 0.613
O -1.8686 0.3245 -1.4814 0.09 0.15 0.18 -0.568
C 0.4438 -0.0702 -1.1990 0.26 0.33 0.15 -0.734
H -1.4836 2.8038 -1.0306 0.19 0.08 -0.05 0.239
H 0.3062 2.5665 -1.3205 -0.32 0.30 -0.06 0.225
H -0.3483 2.3839 0.2785 -0.10 -0.27 -0.03 0.242
H 0.1467 -1.1005 -1.3470 0.19 -0.07 -0.39 0.226
H 1.1122 0.0137 -0.3404 -0.40 0.06 0.28 0.236
H 1.0550 0.3779 -1.9878 -0.08 -0.52 -0.38 0.234
```
Forces are in eV/Å.

Summary:
DFT total energy ... -4450.95954 Ha
SMILES ... ClC(Cl)Cl.ClC(Cl)Cl.ClC(Cl)Cl.CC(C)=O
Lowest unoccupied orbital energy ... 0.332 eV
Total charge ... 0
Relative energy (zero: lowest compared OMol25 entry of this formula, charge and spin) ... 0.000 eV
Frontier orbital gap ... 10.1863 eV
Molar mass ... 416.2 u